10
Properties=species:S:1:pos:R:3:forces:R:3 method="wB97M-V/def2-TZVPD" smiles=Oc1conc1O de_lowest_kj_mol=279.0 total_charge=0 lumo_ev=0.25 orbital_gap_ha=0.3564
C -0.032 0.420 -0.142 0.048 0.033 -0.196
C -1.375 0.220 -0.355 1.172 0.451 0.211
C 0.406 -0.849 0.325 -1.011 -1.035 -0.244
H 0.581 2.277 -0.409 0.034 -0.313 0.043
H -2.210 0.851 -0.598 0.067 0.167 -0.267
H 2.247 -0.351 0.594 -0.734 -0.384 -0.114
N -0.552 -1.779 0.385 0.422 2.376 -0.667
O 0.966 1.392 -0.338 -1.478 -0.406 0.173
O -1.699 -1.041 -0.081 0.600 -0.812 0.703
O 1.666 -1.139 0.618 0.879 -0.077 0.358

11
Properties=species:S:1:pos:R:3:forces:R:3 method="wB97M-V/def2-TZVPD" de_lowest_kj_mol=679.7 total_charge=0 lumo_ev=-0.14 orbital_gap_ha=0.3457
C -0.383 -0.720 -0.283 -2.655 -4.314 -2.455
C 0.875 -0.396 -0.177 1.959 -3.597 -0.504
C -1.187 0.404 -0.372 -4.499 2.640 1.064
H -2.233 -1.666 -0.071 4.994 -0.820 -2.970
H 1.701 -1.183 -0.370 -1.016 2.118 0.784
H 2.415 1.604 1.004 -0.513 -0.076 0.736
N 0.980 0.932 0.133 -0.006 0.503 -1.600
O -1.040 -1.885 -0.667 -3.486 1.396 3.306
O 1.664 1.052 1.304 0.894 1.042 0.557
O -0.375 1.395 0.233 -1.031 0.587 -0.680
O -2.418 0.462 -0.734 5.357 0.521 1.760

11
Properties=species:S:1:pos:R:3:forces:R:3 method="wB97M-V/def2-TZVPD" smiles="O=C/C(=N/O)C(=O)O" de_lowest_kj_mol=435.2 total_charge=0 lumo_ev=-0.05 orbital_gap_ha=0.3777
C 0.279 0.138 -0.365 2.109 -3.676 0.213
C 1.794 0.160 -0.149 1.227 0.275 -1.539
C -0.596 -1.099 -0.288 -3.449 -1.471 -1.121
H -1.417 2.579 -0.105 -0.039 -4.008 1.234
H 1.946 1.292 0.006 0.878 -1.460 0.098
H -1.394 -2.101 1.317 3.825 2.011 -1.557
N -0.055 1.311 -0.180 -0.427 2.300 0.517
O -1.325 1.519 0.133 -2.047 4.629 -1.493
O 2.641 -0.706 -0.248 -1.742 1.170 0.525
O -0.468 -1.544 1.028 -4.006 -1.668 -0.590
O -1.405 -1.550 -1.151 3.672 1.899 3.713

11
Properties=species:S:1:pos:R:3:forces:R:3 method="wB97M-V/def2-TZVPD" smiles="O/N=c1/occ(O)o1" de_lowest_kj_mol=426.2 total_charge=0 lumo_ev=0.37 orbital_gap_ha=0.3455
C -0.706 0.448 0.018 -2.581 -1.452 0.392
C 1.372 1.137 -0.117 -1.461 -0.228 0.917
C 1.400 -0.204 0.059 -0.722 1.642 -1.097
H -2.590 -1.217 0.777 -0.062 0.193 -0.127
H 1.995 1.961 -0.420 0.339 -0.429 0.358
H 1.857 -1.891 -0.343 0.615 -0.350 0.073
N -2.001 0.398 -0.098 2.140 -0.068 0.352
O -2.373 -0.978 -0.136 -0.218 -0.152 -0.054
O -0.035 1.580 0.141 2.261 -1.266 -1.033
O 2.355 -1.130 0.002 -0.761 0.148 -0.107
O 0.096 -0.712 0.108 0.450 1.962 0.326

9
Properties=species:S:1:pos:R:3:forces:R:3 method="wB97M-V/def2-TZVPD" de_lowest_kj_mol=296.1 total_charge=0 lumo_ev="-0.71 / -2.13" orbital_gap_ha="0.3186 / 0.2090"
C 0.997 0.585 -0.131 0.916 -0.844 0.070
C 0.231 1.692 -0.283 -1.568 1.044 -0.107
C -0.543 -1.205 0.214 -1.274 0.146 0.062
N 0.727 -0.676 0.067 0.969 -0.008 -0.077
O -0.221 2.742 -0.451 0.405 -0.601 0.104
S -2.041 -0.224 0.153 0.777 0.214 -0.077
H 2.062 0.811 -0.202 -0.122 0.298 -0.045
H -0.667 -1.992 -0.544 0.007 -0.094 0.080
H -0.545 -1.733 1.177 -0.109 -0.155 -0.008

9
Properties=species:S:1:pos:R:3:forces:R:3 method="wB97M-V/def2-TZVPD" smiles=Sc1cnoc1 de_lowest_kj_mol=146.1 total_charge=0 lumo_ev=0.67 orbital_gap_ha=0.3544
C -0.260 0.356 0.057 1.019 -0.649 -0.096
C -0.073 -1.035 -0.235 -2.443 -0.202 -0.210
C 1.031 0.738 0.214 0.459 1.392 0.316
H -2.586 0.337 0.005 -0.504 -0.909 -0.119
H -0.948 -1.676 -0.446 1.030 -0.027 0.124
H 1.538 1.697 0.449 -0.624 -0.878 -0.223
N 1.154 -1.430 -0.239 -0.031 0.176 -0.071
O 1.868 -0.289 0.037 0.497 -0.001 0.128
S -1.723 1.302 0.157 0.598 1.099 0.152

Copy entry 4 word for word.
11
Properties=species:S:1:pos:R:3:forces:R:3 method="wB97M-V/def2-TZVPD" smiles="O/N=c1/occ(O)o1" de_lowest_kj_mol=426.2 total_charge=0 lumo_ev=0.37 orbital_gap_ha=0.3455
C -0.706 0.448 0.018 -2.581 -1.452 0.392
C 1.372 1.137 -0.117 -1.461 -0.228 0.917
C 1.400 -0.204 0.059 -0.722 1.642 -1.097
H -2.590 -1.217 0.777 -0.062 0.193 -0.127
H 1.995 1.961 -0.420 0.339 -0.429 0.358
H 1.857 -1.891 -0.343 0.615 -0.350 0.073
N -2.001 0.398 -0.098 2.140 -0.068 0.352
O -2.373 -0.978 -0.136 -0.218 -0.152 -0.054
O -0.035 1.580 0.141 2.261 -1.266 -1.033
O 2.355 -1.130 0.002 -0.761 0.148 -0.107
O 0.096 -0.712 0.108 0.450 1.962 0.326